Entry 1:
C8H13N2S | the ωB97M-V functional and the def2-TZVPD basis

XYZ file:
```
24
Properties=species:S:1:pos:R:3:forces:R:3
C -3.1860 0.3047 1.0904 0.10 -0.31 -1.67
C -1.7841 0.3601 1.3556 -0.81 1.24 0.87
N -0.7750 0.8294 1.6392 -1.71 -1.65 -1.32
C 0.5367 0.8503 1.6516 4.15 0.33 3.40
C 1.3979 1.6658 0.7589 1.50 4.13 -0.78
C 1.6414 0.2477 0.6331 -0.56 -2.49 1.20
C 2.5687 -0.5291 1.6016 -1.76 -3.45 -4.45
N 1.4168 -0.4816 -0.5365 3.14 1.13 3.55
C 0.7870 -0.6966 -1.5328 -3.17 0.06 -2.05
S -0.8867 -0.0657 -1.9409 0.98 -1.04 0.10
C -1.1880 -1.1439 -3.3861 1.87 4.08 -1.82
H -3.7315 -0.0118 1.9831 -0.03 0.00 -0.26
H -3.2068 -0.4874 0.2440 -0.80 1.50 1.12
H -3.4108 1.3874 0.7940 -0.28 -1.70 0.05
H 0.9766 0.6847 2.7641 -1.37 0.70 -2.77
H 2.1515 2.3986 1.3294 -1.58 -1.77 -1.62
H 0.9721 2.1161 -0.2303 0.46 -0.68 2.18
H 2.8447 -0.0324 2.4283 0.75 1.66 3.04
H 3.4395 -0.7991 1.0140 0.35 -0.01 0.08
H 2.0137 -1.5445 1.7677 1.11 1.88 0.21
H 1.1905 -1.3947 -2.2489 -0.11 -0.19 -0.71
H -2.1626 -0.8486 -3.6423 -1.58 -0.31 -0.39
H -1.0317 -2.1659 -3.2793 0.22 -1.62 0.41
H -0.5738 -0.6435 -4.2579 -0.87 -1.49 1.63
```
Forces are in eV/Å.

HOMO-LUMO gap	8.11	eV
HOMO level	-12.13	eV
LUMO	-4.02	eV
total charge	+1
relative energy (zero: lowest compared OMol25 entry of this formula, charge and spin)	452.1	kJ/mol
F_max	5.9	eV/Å

Entry 2:
C43H68FGeN4O4RbSi3 | the ωB97M-V functional and the def2-TZVPD basis

XYZ file:
```
125
Properties=species:S:1:pos:R:3:forces:R:3
Rb 0.3258 -0.6706 0.3619 -0.26 -1.58 -0.41
C 0.1397 -3.9407 -2.9082 0.02 0.03 0.08
C -0.7680 -2.7772 -2.6539 -0.01 -0.04 -0.04
C -1.9380 -2.9536 -1.9246 0.04 0.05 -0.03
C -2.8391 -1.9142 -1.7610 -0.07 0.05 -0.08
C -4.1315 -2.0983 -1.0242 0.03 0.01 -0.06
C -2.5538 -0.6861 -2.3405 0.09 -0.09 -0.05
C -1.3653 -0.4616 -3.0174 -0.10 0.01 -0.01
C -1.0679 0.8841 -3.6092 -0.03 -0.05 -0.04
C -0.4780 -1.5204 -3.1677 -0.04 0.00 0.00
H 0.7693 -4.1384 -2.0357 0.03 -0.07 -0.11
H 0.7825 -3.7380 -3.7591 0.05 -0.08 -0.02
H -0.4447 -4.8354 -3.1204 0.05 -0.06 0.04
H -2.1624 -3.9306 -1.5178 -0.04 -0.11 0.08
H -4.1138 -2.9992 -0.4182 -0.04 -0.10 0.10
H -4.9596 -2.1824 -1.7283 -0.09 -0.02 0.01
H -4.3193 -1.2407 -0.3822 -0.08 0.02 0.12
H -3.2824 0.1072 -2.2616 -0.03 0.13 0.09
H -1.4369 0.9433 -4.6343 0.03 0.02 -0.07
H 0.0029 1.0759 -3.6181 0.07 0.05 -0.05
H -1.5495 1.6635 -3.0260 0.01 0.11 0.03
H 0.4326 -1.3707 -3.7351 0.09 0.00 -0.02
F -5.0915 3.7738 -2.7638 0.12 0.11 0.16
C -4.1166 4.1396 -1.8840 0.07 -0.23 0.03
C -3.2946 3.1746 -1.3663 -0.03 0.23 -0.03
C -2.3058 3.5082 -0.4422 -0.15 0.23 -0.09
C -1.3855 2.4592 0.0285 0.00 0.48 0.16
O -1.4273 1.3226 -0.4344 -0.16 0.06 0.05
C -0.4768 2.8946 1.0613 0.35 -0.57 0.05
C -0.4689 4.1724 1.4811 -0.10 -0.20 -0.10
N -1.2573 5.1635 0.9429 0.37 -0.02 0.18
C -1.1090 6.5231 1.3728 -0.13 0.30 0.12
C 0.2471 7.0873 1.6711 -0.03 -0.05 0.03
C -0.4724 7.5118 0.4308 -0.10 0.04 -0.02
C -2.1887 4.8440 -0.0059 -0.29 -0.30 -0.29
C -3.0231 5.8170 -0.5773 -0.12 -0.10 -0.10
C -3.9709 5.4843 -1.5310 0.26 -0.15 0.20
N -4.7288 6.5288 -2.1279 -0.10 -0.12 -0.03
C -5.1458 6.3426 -3.4996 0.06 0.27 -0.10
C -5.4244 7.7185 -4.0949 0.60 -0.64 -0.46
N -6.5222 8.3426 -3.3084 -0.33 0.21 -0.18
C -6.1232 8.4832 -1.8826 0.14 -0.15 1.01
C -5.7847 7.1017 -1.3250 0.01 0.14 -0.06
C 0.5006 1.8146 1.5934 -0.56 1.59 0.23
O 0.2364 1.3254 2.6933 -0.27 -0.34 0.46
O 1.4108 1.5339 0.8034 0.97 0.52 -0.39
H -3.3957 2.1426 -1.6589 -0.03 -0.13 -0.05
H 0.1811 4.4881 2.2817 0.07 0.09 0.03
H -1.9368 6.8665 1.9905 0.12 0.07 -0.06
H 1.1131 6.4556 1.5622 0.05 -0.12 -0.08
H 0.3178 7.7890 2.4872 -0.05 0.02 0.07
H -0.1131 7.1251 -0.5109 0.04 -0.12 -0.04
H -0.8806 8.5089 0.3717 -0.04 0.10 0.08
H -2.9212 6.8533 -0.2978 0.06 0.10 -0.04
H -6.0490 5.7184 -3.5959 0.08 0.00 -0.04
H -4.3383 5.8606 -4.0522 -0.15 0.07 -0.08
H -5.7198 7.6389 -5.1403 -0.15 0.11 0.06
H -4.5363 8.3456 -4.0119 -0.17 0.09 0.03
H -7.3416 7.7209 -3.3577 0.10 0.28 -0.05
H -6.7823 9.2526 -3.7029 -0.04 -0.22 0.07
H -6.9337 8.9432 -1.3180 -0.06 0.02 -0.17
H -5.2395 9.1206 -1.8376 -0.10 0.01 -0.14
H -6.6907 6.4689 -1.3205 0.01 0.03 0.05
H -5.4362 7.1980 -0.2957 -0.14 0.09 -0.07
O -1.7845 -1.9059 1.8392 -0.28 -0.39 -0.30
C -1.7330 -1.3739 3.1507 -0.10 0.16 0.80
C -1.2613 -2.4129 4.1660 0.04 0.11 -0.40
C 0.1763 -2.8728 3.9035 -0.22 -0.01 0.09
C 1.1640 -1.7565 4.0846 -0.14 -0.25 0.27
C 1.3299 -1.1672 5.3334 0.05 0.07 -0.07
C 2.2272 -0.1244 5.4706 -0.05 -0.06 -0.15
C 2.9158 0.2997 4.3470 0.04 -0.08 -0.02
C 2.6928 -0.3603 3.1489 0.37 0.26 0.21
N 1.8541 -1.3762 3.0152 -0.16 -0.07 -0.29
H -2.3950 -2.6537 1.8722 0.13 0.09 -0.24
H -2.7260 -1.0048 3.4560 0.21 0.03 -0.14
H -1.0448 -0.5263 3.1157 -0.08 0.03 0.04
H -1.9298 -3.2806 4.1186 -0.03 0.03 0.11
H -1.3421 -1.9812 5.1642 -0.06 -0.03 0.07
H 0.2609 -3.2482 2.8816 0.06 -0.05 0.10
H 0.4056 -3.6830 4.5994 0.09 -0.10 -0.09
H 0.7602 -1.5234 6.1805 -0.02 -0.04 0.04
H 2.3742 0.3429 6.4334 0.04 0.08 0.04
H 3.6096 1.1238 4.3908 0.08 0.07 -0.02
H 3.2223 -0.0606 2.2568 0.01 0.12 -0.09
C 1.0899 -5.9839 2.0286 0.41 0.08 -0.54
Si 2.0393 -6.0200 0.3630 -0.58 -0.73 0.41
C 3.4009 -7.3683 0.4978 -0.24 0.73 -0.06
C 0.7909 -6.7363 -0.9095 0.49 0.56 0.27
Ge 2.9528 -3.7411 0.1460 0.71 -0.94 -0.54
Si 4.7203 -3.7295 1.8296 0.70 0.09 0.81
C 4.0845 -4.1528 3.5819 -0.10 0.07 -0.64
C 5.5587 -2.0094 1.9169 -0.41 -0.37 -0.20
C 6.1321 -4.9873 1.4876 -0.70 0.33 -0.19
Si 4.2000 -3.1676 -1.9230 0.37 0.58 -0.62
C 4.5561 -1.2919 -1.7381 -0.15 -0.57 0.11
C 5.8460 -4.1457 -2.0908 -0.58 0.26 0.36
C 3.4520 -3.2917 -3.6881 -0.09 -0.13 0.78
H 0.9145 -6.9817 2.4193 0.01 -0.26 -0.02
H 0.1225 -5.5038 1.9095 -0.16 0.13 -0.07
H 1.6460 -5.4271 2.7764 0.07 0.09 0.15
H 2.9539 -8.3593 0.5084 -0.23 -0.08 -0.01
H 3.9773 -7.2588 1.4115 0.09 0.05 0.13
H 4.0885 -7.3244 -0.3425 0.14 0.00 -0.12
H 0.5398 -7.7573 -0.6359 0.08 -0.18 0.20
H 1.1936 -6.7596 -1.9167 0.09 0.02 -0.22
H -0.1357 -6.1730 -0.9317 -0.16 0.17 -0.01
H 3.2511 -3.5109 3.8482 -0.16 0.12 0.07
H 4.8594 -4.0199 4.3331 0.24 0.08 -0.03
H 3.7481 -5.1845 3.6462 -0.05 -0.18 -0.02
H 5.0052 -1.2776 1.3367 -0.04 0.16 -0.09
H 6.5732 -2.0426 1.5297 0.15 -0.08 -0.11
H 5.6056 -1.6415 2.9377 -0.03 -0.03 0.21
H 5.7490 -5.9908 1.3438 -0.07 -0.21 -0.05
H 6.8237 -5.0236 2.3250 0.04 0.17 0.23
H 6.6919 -4.7202 0.5985 0.12 0.06 -0.16
H 5.3448 -1.0989 -1.0176 0.11 0.02 0.19
H 3.6618 -0.7642 -1.3982 -0.01 0.02 0.00
H 4.8619 -0.8469 -2.6813 0.05 -0.02 -0.21
H 6.6232 -3.7363 -1.4548 0.11 0.07 0.21
H 6.2125 -4.1037 -3.1121 -0.07 0.10 -0.23
H 5.7164 -5.1925 -1.8317 -0.01 -0.18 0.06
H 2.6651 -2.5626 -3.8417 -0.21 0.14 0.01
H 3.0586 -4.2743 -3.9217 -0.11 -0.23 -0.04
H 4.2339 -3.0758 -4.4113 0.28 0.07 0.03
```
Forces are in eV/Å.

HOMO-LUMO gap (spin up / spin down)	5.51 / 6.43	eV
HOMO level (spin up / spin down)	-8.68 / -9.59	eV
LUMO (spin up / spin down)	-3.17 / -3.17	eV
total charge	+1
relative energy (zero: lowest compared OMol25 entry of this formula, charge and spin)	150.6	kJ/mol
F_max	1.7	eV/Å
multiplicity	2

Entry 3:
H14O6S2 | the ωB97M-V functional and the def2-TZVPD basis

XYZ file:
```
22
Properties=species:S:1:pos:R:3:forces:R:3
S -3.5441 -1.6591 0.6626 -0.22 0.53 -0.03
S -5.2584 -0.6162 1.2589 -0.05 -0.83 -0.40
H -3.1504 -0.8263 -0.3338 -0.23 -0.27 0.20
H -6.1722 -1.4914 0.7233 0.51 0.57 0.22
O 0.7899 1.8083 0.4390 -0.17 -1.43 -0.25
H 1.4094 1.0607 0.4324 0.76 0.67 0.02
H 0.0401 1.2212 0.6209 -0.58 0.81 0.20
O 2.1913 4.3000 1.1538 -0.04 0.16 -0.38
H 1.6652 3.7603 0.5479 -0.04 -0.22 0.30
H 2.4092 5.0765 0.6268 0.07 0.02 0.16
O -1.0022 -1.7368 -5.1066 0.58 -0.25 0.19
H -1.2629 -2.3886 -5.7633 -0.31 0.27 0.04
H -1.7014 -1.0958 -4.9772 -0.20 0.00 -0.20
O -0.6471 1.2241 -3.3142 -0.28 -0.15 -0.51
H 0.1719 1.1648 -2.8166 -0.20 0.14 0.31
H -1.3553 1.5474 -2.7489 0.42 0.04 0.22
O 4.3947 -3.7437 3.5160 -0.61 1.03 -0.73
H 3.9715 -3.6733 2.6457 0.19 -0.87 -0.05
H 4.2855 -2.8028 3.7195 0.42 -0.15 0.77
O 1.0008 -0.2805 2.5294 0.02 -0.03 0.24
H 1.1510 0.2486 3.3249 -0.02 0.01 -0.27
H 0.6136 -1.0974 2.8596 -0.03 -0.04 -0.04
```
Forces are in eV/Å.

HOMO-LUMO gap	9.62	eV
HOMO level	-9.72	eV
LUMO	-0.10	eV
total charge	0
relative energy (zero: lowest compared OMol25 entry of this formula, charge and spin)	147.7	kJ/mol
F_max	1.5	eV/Å

Entry 4:
C21H26N2O3S | the ωB97M-V functional and the def2-TZVPD basis

XYZ file:
```
53
Properties=species:S:1:pos:R:3:forces:R:3
C 3.6911 -1.5997 4.0309 -0.35 -0.03 -0.30
C 2.6178 -2.3300 3.2469 0.20 -0.43 0.28
O 1.9276 -1.3758 2.4364 0.22 0.35 0.11
C 0.9308 -1.8415 1.6853 -0.20 -0.04 -0.25
O 0.6116 -3.0032 1.6601 0.00 -0.10 0.06
C 0.2144 -0.7466 0.8997 -0.31 0.08 -0.07
C -1.0646 -0.3991 1.6919 0.29 0.02 0.16
C -0.8238 0.1046 3.1127 -0.27 -0.13 -0.10
C -2.1484 0.4327 3.8155 0.25 0.07 -0.03
C -2.8646 1.5654 3.1360 -0.10 -0.08 0.11
C -2.4205 2.8720 3.3005 -0.01 -0.03 -0.01
C -3.0521 3.9201 2.6562 0.04 0.09 -0.01
C -4.1404 3.6758 1.8355 -0.06 0.07 -0.07
C -4.5924 2.3788 1.6658 -0.07 0.03 -0.08
C -3.9574 1.3320 2.3115 0.01 0.01 0.04
C -0.2006 -1.3271 -0.4628 0.31 -0.23 0.08
C 1.0242 -1.5747 -1.3429 -0.42 -0.29 -0.06
N 1.7724 -0.3534 -1.5060 0.06 -0.06 0.19
C 1.9394 0.3404 -2.6494 0.20 0.03 -0.11
O 2.6263 1.3432 -2.7250 0.11 0.19 -0.08
C 1.2411 -0.1718 -3.8594 -0.37 0.03 -0.44
C 1.8022 -0.5256 -5.0525 0.06 0.21 0.92
N 0.9321 -0.8340 -6.0384 0.14 -0.30 -0.95
C -0.2827 -0.7050 -5.6574 -0.52 0.21 0.70
S -0.4867 -0.1947 -4.0089 0.53 -0.12 -0.43
C 2.2654 0.1844 -0.2574 0.08 0.48 0.16
C 1.0951 0.4888 0.6786 0.19 -0.22 0.03
H 3.2413 -0.8368 4.6606 0.00 0.07 0.10
H 4.3913 -1.1204 3.3521 0.12 0.05 -0.02
H 4.2295 -2.3051 4.6569 0.07 -0.06 0.07
H 3.0493 -3.0997 2.5971 -0.11 0.09 0.10
H 1.8957 -2.8172 3.9116 0.10 0.04 -0.13
H -1.6157 0.3621 1.1349 0.00 -0.04 -0.10
H -1.6855 -1.2973 1.7370 -0.08 -0.02 -0.05
H -0.2971 -0.6555 3.6925 0.08 0.02 0.05
H -0.2055 1.0027 3.0904 0.09 0.02 0.06
H -2.7815 -0.4566 3.8231 -0.02 -0.01 0.06
H -1.9353 0.7072 4.8513 -0.07 -0.06 0.02
H -1.5747 3.0689 3.9443 0.10 0.02 0.08
H -2.6965 4.9306 2.7959 0.02 0.08 0.01
H -4.6353 4.4935 1.3328 -0.04 0.06 -0.04
H -5.4424 2.1809 1.0290 -0.07 -0.01 -0.05
H -4.3165 0.3214 2.1763 -0.03 -0.11 0.00
H -0.7268 -2.2693 -0.3082 -0.07 0.04 0.01
H -0.8714 -0.6269 -0.9642 -0.05 0.05 0.02
H 0.7276 -1.9704 -2.3143 0.11 -0.01 0.13
H 1.6733 -2.3154 -0.8601 -0.03 -0.01 -0.08
H 2.8581 -0.5833 -5.2417 0.22 0.05 0.04
H -1.1345 -0.8871 -6.2812 -0.27 -0.04 -0.19
H 2.8232 1.0944 -0.4853 -0.01 -0.18 0.08
H 2.9407 -0.5426 0.2055 0.01 0.04 -0.03
H 1.4917 0.8496 1.6258 -0.05 0.08 0.00
H 0.4808 1.2758 0.2357 -0.03 0.05 0.00
```
Forces are in eV/Å.

HOMO-LUMO gap	9.79	eV
HOMO level	-9.23	eV
LUMO	0.56	eV
total charge	0
relative energy (zero: lowest compared OMol25 entry of this formula, charge and spin)	91.0	kJ/mol
F_max	1.0	eV/Å

| no. | total energy (eV) |
| --- | --- |
| 1 | -22310.7928 |
| 2 | -143363.3330 |
| 3 | -34182.0925 |
| 4 | -42158.1654 |